Record 1
# C3H3N2O

A gas-phase ion, C3H3N2O (charge +1) in a non-equilibrium geometry (ωB97M-V with the def2-TZVPD basis set, OMol25).

CARTESIAN COORDINATES (ANGSTROEM)
C  1.248  -0.150  0.006
C  -0.216  -0.133  -0.030
C  -1.044  1.064  -0.013
N  -1.728  1.975  -0.037
N  -1.110  -1.024  0.002
O  -2.068  -1.619  -0.021
H  1.635  0.303  1.013
H  1.713  0.643  -0.573
H  1.570  -1.060  -0.348

The max |F| is 0.070 hartree/bohr. The relative energy (zero: lowest compared OMol25 entry of this formula, charge and spin) is 485.97 kJ/mol. The SMILES is CC(C#N)=[N+]=O. As for the multiplicity: 1. The gap between HOMO and LUMO is 8.56 eV. Its total charge is +1. For the HOMO energy, the calculation gives -17.0 eV.

Record 2
# C30H36N3

2 unconnected molecules or ions with the total composition C30H36N3 in a non-equilibrium geometry (ωB97M-V with the def2-TZVPD basis set, OMol25).

CARTESIAN COORDINATES (ANGSTROEM)
C  1.537  -2.888  1.685
N  0.276  -3.557  1.671
C  0.345  -4.966  1.387
C  -0.885  -5.670  1.896
C  -2.115  -4.969  1.382
N  -2.050  -3.560  1.665
C  -3.311  -2.892  1.676
C  -0.889  -2.835  1.611
C  -0.891  -1.449  1.522
H  1.482  -1.990  2.304
H  2.279  -3.566  2.126
H  1.880  -2.602  0.677
H  0.437  -5.123  0.296
H  1.249  -5.353  1.871
H  -0.883  -6.707  1.560
H  -0.887  -5.658  2.989
H  -2.203  -5.126  0.290
H  -3.022  -5.357  1.862
H  -3.246  -1.987  2.281
H  -3.659  -2.618  0.668
H  -4.051  -3.564  2.128
H  -1.830  -0.923  1.424
H  0.048  -0.916  1.473
C  1.329  2.444  5.245
C  2.650  2.641  4.820
C  2.918  2.978  3.492
C  1.870  3.103  2.572
C  2.184  3.493  1.149
N  1.208  2.976  0.173
C  0.508  3.961  -0.678
C  0.714  3.694  -2.147
C  -0.348  3.842  -3.046
C  -0.171  3.516  -4.392
C  1.071  3.065  -4.853
C  2.133  2.924  -3.951
C  1.958  3.262  -2.610
C  1.076  1.666  -0.036
C  0.088  1.121  -0.872
C  0.207  -0.124  -1.459
C  -0.748  -0.662  -2.392
C  -0.445  -1.838  -3.129
C  -1.340  -2.352  -4.058
C  -2.576  -1.720  -4.279
C  -2.893  -0.560  -3.560
C  -2.000  -0.037  -2.629
C  0.553  2.916  2.994
C  0.282  2.579  4.325
H  1.115  2.189  6.285
H  3.472  2.538  5.531
H  3.942  3.139  3.144
H  2.211  4.586  1.045
H  3.184  3.110  0.890
H  -0.568  3.950  -0.441
H  0.895  4.955  -0.409
H  -1.318  4.182  -2.669
H  -1.008  3.620  -5.084
H  1.216  2.823  -5.907
H  3.105  2.558  -4.282
H  2.781  3.134  -1.898
H  1.794  1.006  0.475
H  -0.787  1.741  -1.096
H  1.101  -0.714  -1.241
H  0.523  -2.317  -2.955
H  -1.083  -3.251  -4.622
H  -3.282  -2.127  -5.002
H  -3.848  -0.056  -3.725
H  -2.268  0.864  -2.070
H  -0.263  3.025  2.273
H  -0.752  2.435  4.636

The max |F| is 0.026 hartree/bohr. The relative energy (zero: lowest compared OMol25 entry of this formula, charge and spin) is 69.40 kJ/mol. As for the multiplicity: 1. The gap between HOMO and LUMO is 5.06 eV. Its total charge is +1. For the HOMO energy, the calculation gives -9.3 eV.

Record 3
# C3H4S2

A single C3H4S2 molecule in a non-equilibrium geometry (ωB97M-V with the def2-TZVPD basis set, OMol25).

CARTESIAN COORDINATES (ANGSTROEM)
C  -1.042  -0.211  -0.483
C  0.095  0.453  0.194
S  0.096  2.063  0.470
C  1.279  -0.142  0.580
S  1.583  -1.474  -0.187
H  -1.941  -0.045  0.112
H  -0.812  -1.344  -0.514
H  -1.104  0.269  -1.486
H  1.845  0.431  1.314

The max |F| is 0.083 hartree/bohr. The relative energy (zero: lowest compared OMol25 entry of this formula, charge and spin) is 128.32 kJ/mol. The SMILES is CC(=S)C=S. As for the multiplicity: 1. The gap between HOMO and LUMO is 7.12 eV. Its total charge is 0. For the HOMO energy, the calculation gives -8.9 eV.

Record 4
# C5H15NOS

2 unconnected molecules or ions with the total composition C5H15NOS in a non-equilibrium geometry (ωB97M-V with the def2-TZVPD basis set, OMol25).

CARTESIAN COORDINATES (ANGSTROEM)
C  -1.087  1.186  2.094
N  -0.212  0.705  1.021
C  -0.754  0.906  -0.305
C  -1.870  -0.109  -0.611
C  0.385  0.645  -1.342
C  1.500  -0.199  -0.785
S  2.729  -0.546  -2.130
H  -1.315  2.248  2.054
H  -0.644  0.954  3.056
H  -2.085  0.726  2.029
H  -0.034  -0.249  1.316
H  -1.131  1.925  -0.371
H  -1.351  -1.068  -0.718
H  -2.299  -0.015  -1.617
H  -2.716  -0.183  0.067
H  0.813  1.615  -1.614
H  0.001  0.273  -2.291
H  1.224  -1.209  -0.501
H  1.981  0.171  0.100
H  1.804  -0.853  -3.043
O  1.349  -2.144  1.353
H  1.442  -2.780  0.633
H  2.269  -2.001  1.605

The max |F| is 0.042 hartree/bohr. The relative energy (zero: lowest compared OMol25 entry of this formula, charge and spin) is 98.27 kJ/mol. The SMILES is CN[C@H](C)CCS.O. As for the multiplicity: 1. The gap between HOMO and LUMO is 9.12 eV. Its total charge is 0. For the HOMO energy, the calculation gives -8.6 eV.

Record 5
# CH3FN2O

2 unconnected molecules or ions with the total composition CH3FN2O in a non-equilibrium geometry (ωB97M-V with the def2-TZVPD basis set, OMol25).

CARTESIAN COORDINATES (ANGSTROEM)
N  -0.967  -0.729  -0.235
C  -0.047  -0.279  0.243
N  1.094  0.472  0.594
O  1.334  1.977  0.621
H  1.709  0.011  1.189
H  1.918  2.226  -0.189
F  -2.756  -2.197  -1.248
H  -2.285  -1.483  -0.976

The max |F| is 0.128 hartree/bohr. The relative energy (zero: lowest compared OMol25 entry of this formula, charge and spin) is 268.38 kJ/mol. The SMILES is N#CNO.F. As for the multiplicity: 1. The gap between HOMO and LUMO is 10.54 eV. Its total charge is 0. For the HOMO energy, the calculation gives -11.0 eV.

Record 6
# C24H43BrCoP2

A molecular structure, C24H43BrCoP2 in a non-equilibrium geometry (ωB97M-V with the def2-TZVPD basis set, OMol25).

CARTESIAN COORDINATES (ANGSTROEM)
Co  0.391  -0.059  -1.270
C  -0.717  -1.719  2.507
C  0.623  -1.770  2.031
C  0.579  -0.403  3.847
C  -0.682  -0.934  3.678
C  1.440  -0.949  2.859
C  -1.836  -2.635  2.110
H  -1.563  -3.213  1.234
H  -2.710  -2.041  1.887
H  -2.073  -3.308  2.936
C  -1.825  -0.800  4.613
H  -2.812  -0.915  4.129
H  -1.815  0.175  5.124
H  -1.747  -1.580  5.393
C  1.022  0.323  5.067
H  1.098  -0.350  5.929
H  0.298  1.099  5.349
H  1.982  0.821  4.965
C  2.925  -1.018  2.923
H  3.188  -1.754  3.680
H  3.357  -0.072  3.222
H  3.330  -1.333  1.970
C  1.147  -2.858  1.165
H  1.438  -3.651  1.867
H  2.037  -2.606  0.570
H  0.436  -3.323  0.479
C  -1.720  0.912  -3.406
C  -1.898  -0.429  -3.325
C  -1.133  -1.424  -4.154
C  0.376  -1.131  -4.142
C  0.927  -0.436  -2.929
C  1.016  0.950  -2.838
C  0.590  1.867  -3.975
C  -0.852  1.585  -4.464
H  -1.516  -1.348  -5.196
H  0.639  -0.471  -5.003
H  -1.333  -2.432  -3.793
H  -0.857  0.941  -5.342
H  -2.524  1.557  -2.958
H  -2.805  -0.777  -2.804
H  -1.342  2.542  -4.742
H  0.658  2.893  -3.582
H  1.789  1.413  -2.162
H  1.285  1.811  -4.779
H  0.955  -2.077  -4.289
H  1.476  -1.096  -2.126
P  -1.622  0.726  -0.438
P  1.491  1.538  0.399
C  -0.961  2.337  -1.041
C  0.476  2.766  -0.498
H  -1.692  3.036  -0.747
H  -0.948  2.385  -2.130
H  1.120  3.230  -1.263
H  0.246  3.534  0.284
C  2.004  2.348  1.964
H  2.354  1.589  2.671
H  1.151  2.894  2.417
H  2.813  3.049  1.721
C  3.076  0.976  -0.291
H  3.585  1.825  -0.712
H  2.903  0.197  -1.061
H  3.668  0.494  0.488
C  -3.442  0.558  -0.472
H  -3.769  -0.358  0.017
H  -3.870  0.581  -1.458
H  -3.929  1.394  0.097
C  -1.110  -1.304  -0.868
H  -0.414  -2.026  -0.438
H  -1.027  -1.433  -1.977
H  -2.087  -1.627  -0.672
Br  -1.259  1.316  1.754

The max |F| is 0.088 hartree/bohr. As for the multiplicity: 5. The gap between HOMO and LUMO (spin up / spin down) is 5.63 / 6.08 eV. Its total charge is +1. For the HOMO energy (spin up / spin down), the calculation gives -8.3 / -9.5 eV. Its expectation value of S² is 6.04.